No. 1
Molecular formula: C11H10ClNNiS
Method: DFT, the ωB97M-V functional and the def2-TZVPD basis

Structure (XYZ):
```
25
Properties=species:S:1:pos:R:3:forces:R:3
C 1.03550 -1.90033 0.08732 0.90 0.07 -0.66
Cl 0.95028 2.22203 -0.83498 0.08 1.30 -0.53
H -1.92712 2.08924 -1.60398 0.08 -0.21 0.15
S 0.47420 0.42500 2.16976 -0.76 0.57 2.01
H -0.11481 -2.07898 -1.79328 -0.01 0.52 0.30
C -2.61835 -0.23619 0.72670 0.06 0.42 -0.71
Ni 1.64637 0.64829 0.44621 -0.86 1.35 -0.19
N 1.59233 2.82114 3.25671 -0.62 -2.01 -1.31
H -2.72875 -2.08414 -0.53939 0.01 0.05 0.00
H -2.16502 -0.40444 -2.60442 -0.03 -0.01 0.16
H 2.91761 -1.40700 1.25805 -0.25 0.11 -0.08
C -2.29449 -0.12702 -1.55884 -0.32 0.38 0.80
H -2.21716 1.94681 1.07547 -0.03 -0.01 -0.01
C 2.63598 -0.42597 -0.78709 0.68 -1.90 0.17
H -2.81482 -0.61283 1.73280 0.13 0.06 -0.24
C 0.69660 -1.60663 -1.24519 0.39 -0.10 -0.11
C 1.18055 1.84170 2.72689 0.41 2.18 2.13
H 0.52307 -2.59096 0.74093 -0.18 0.18 0.02
C 2.24670 -1.18142 0.43292 0.73 -0.90 -2.19
C -2.58909 -1.00801 -0.47137 0.06 0.80 -0.02
C -2.34313 1.12622 0.38090 -0.29 -0.86 -0.80
C -2.15822 1.19411 -1.03204 -0.41 -0.89 0.53
H 1.60262 -0.27275 -2.78459 -0.10 0.11 0.25
C 1.61927 -0.67867 -1.78025 0.41 -1.17 0.53
H 3.60977 0.02635 -0.93461 -0.09 -0.05 -0.18
```
Forces are in eV/Å.

Results
energy above the lowest of the compared OMol25 structures with the same formula, charge and spin = 0.00 kJ/mol
HOMO energy (alpha / beta) = 0.46 / 0.45 eV
frontier orbital gap (alpha / beta) = 5.287 / 5.216 eV
<S²> = 2.049
net charge = -2
spin multiplicity = 3

=====

No. 2
Molecular formula: C11H10ClNPdSe
Method: DFT, the ωB97M-V functional and the def2-TZVPD basis

Structure (XYZ):
```
25
Properties=species:S:1:pos:R:3:forces:R:3
Pd -0.06401 1.21899 1.72386 -0.51 -5.02 0.43
C -1.35292 2.37502 0.25567 0.04 0.15 -1.07
C -0.37601 3.01733 1.08221 -0.04 1.35 1.61
H 1.44910 1.62790 -1.38126 0.26 0.34 0.16
C 0.74989 2.11016 -0.71269 -0.28 0.07 -0.06
H -1.11445 1.73645 -1.87892 0.28 -0.32 0.65
Cl -1.77320 -0.69580 2.43324 1.07 1.07 -0.25
H -2.38450 2.03409 0.47319 0.71 1.01 -0.13
C -0.38201 -1.33349 -2.54223 -3.13 -0.50 0.92
Se 2.95105 -1.59957 3.91221 -0.12 0.24 -0.69
C 2.49740 -0.98227 2.25250 -1.53 0.86 -2.53
C -1.70797 -1.51936 -2.03510 2.78 0.57 -0.94
C -1.63035 -2.43228 -0.90033 1.85 0.41 0.05
H 1.90710 2.87366 1.04643 -0.44 0.43 -0.49
C 0.51798 -2.13162 -1.73043 -1.09 -0.86 1.15
N 2.05308 -0.61343 1.20532 1.51 -0.99 3.28
H -2.41177 -2.57364 -0.15914 0.15 -0.20 -0.26
H -0.57288 3.30600 2.15409 0.17 0.88 -1.46
H -0.12409 -0.73418 -3.40100 0.08 0.04 0.01
C -0.25481 -2.82760 -0.75052 0.05 1.26 -0.28
C -0.64461 2.02664 -0.93146 -1.03 -0.59 -0.24
H 1.60384 -2.12510 -1.82461 -0.36 -0.11 0.11
C 0.95675 2.74646 0.51764 -0.11 0.40 0.72
H -2.57792 -0.96368 -2.35715 -0.03 -0.29 -0.09
H 0.16701 -3.25523 0.16359 -0.28 -0.21 -0.61
```
Forces are in eV/Å.

Results
energy above the lowest of the compared OMol25 structures with the same formula, charge and spin = 107.25 kJ/mol
HOMO energy (alpha / beta) = -7.88 / -7.79 eV
frontier orbital gap (alpha / beta) = 8.040 / 4.102 eV
<S²> = 6.046
spin multiplicity = 5

=====

No. 3
Molecular formula: C11H10ClNSTb
Method: DFT, the ωB97M-V functional and the def2-TZVPD basis

Structure (XYZ):
```
25
Properties=species:S:1:pos:R:3:forces:R:3
C 2.62813 1.52242 -0.32823 0.42 -0.85 -1.20
C -3.25944 -0.98439 -0.13403 0.44 1.50 -0.83
C 2.28296 -0.14284 -1.91219 -0.11 0.72 0.93
Tb -1.30611 -1.09552 1.31306 2.65 0.22 0.09
H 1.89923 -0.67761 -2.78340 0.19 0.07 0.22
C -1.98714 0.94015 -0.45964 -0.72 -0.26 -0.36
C -0.23463 0.38598 4.22225 -1.33 -0.64 -3.82
C -3.06802 0.39806 0.28364 -0.45 -0.86 -0.82
C -2.27494 -1.23391 -1.15646 -0.82 0.32 0.00
Cl -0.01980 -3.23802 1.20422 -0.34 0.00 0.03
H 3.36538 -1.73355 -0.74790 -0.02 0.32 -0.05
H 3.93515 0.26869 1.00124 -0.27 -0.08 -0.26
H -1.74207 2.00326 -0.52274 0.28 -0.56 0.39
C -1.52036 -0.05592 -1.37102 -0.95 0.05 0.24
H 2.73574 2.51348 0.09625 -0.11 -0.05 0.12
H -3.69775 0.91789 0.99409 0.15 0.04 0.04
H -4.03852 -1.65224 0.18922 -0.16 -0.14 0.05
H -0.92410 0.15023 -2.26087 0.44 -0.29 0.81
N -0.57979 0.08601 3.09752 0.45 0.21 2.35
H -2.24283 -2.12014 -1.78683 0.21 0.12 0.38
H 1.51869 1.96431 -2.25028 0.10 -0.27 0.25
C 3.32057 0.34098 0.10064 -0.88 0.41 -0.26
C 2.02182 1.23736 -1.60407 0.54 -0.72 0.73
C 3.04949 -0.69154 -0.83224 -0.20 0.43 -0.46
S 0.13833 0.89684 5.64777 0.47 0.31 1.43
```
Forces are in eV/Å.

Results
HOMO energy (alpha / beta) = -2.69 / -2.69 eV
frontier orbital gap (alpha / beta) = 3.487 / 4.349 eV
<S²> = 12.052
net charge = -1
spin multiplicity = 7

=====

No. 4
Molecular formula: C11H10F2O
Method: DFT, the ωB97M-V functional and the def2-TZVPD basis

Structure (XYZ):
```
24
Properties=species:S:1:pos:R:3:forces:R:3
F 4.78010 -0.82862 -0.49242 -0.10 -0.02 0.06
H -2.68375 -2.19069 0.41592 1.45 -0.30 -0.46
H 0.99724 3.53864 0.76101 -0.91 0.05 0.53
H -2.17219 -0.75974 -1.37825 -1.29 -0.12 -0.71
C 2.68300 0.06610 0.13304 2.49 1.49 -1.66
F 3.22893 -2.32347 -0.43516 -0.39 1.23 0.57
H 3.04225 3.57947 -0.25318 0.08 -0.74 -0.02
C -1.58537 -2.51969 0.26868 -2.17 0.53 2.26
C -0.74913 -1.29713 0.13172 -0.40 0.95 -1.66
H -1.46927 -3.26561 1.10679 0.76 1.04 -0.95
C 3.52711 -1.05675 -0.10060 0.20 -0.43 -0.44
C 0.84069 1.31801 0.89186 -2.22 -0.65 0.43
H -1.30784 0.66517 -0.71522 -0.51 0.72 0.18
C 0.53593 -1.19971 0.76637 0.82 0.00 0.53
H 4.32171 1.38232 -0.49838 0.98 0.07 -0.66
C 1.37939 0.05831 0.59600 -0.96 1.01 0.02
H -0.51848 -0.30728 -1.86506 0.30 -0.28 -0.54
C 1.41634 2.56822 0.60462 -1.52 -1.10 0.54
C 3.30739 1.39740 -0.22903 -2.13 -1.44 1.63
C 2.61564 2.59453 -0.00696 2.65 -0.79 -0.90
H -1.55370 -2.99028 -0.67358 -0.10 -1.02 -1.18
O 1.00410 -2.14046 1.42888 -0.43 0.44 -0.35
C -1.25982 -0.33322 -1.08914 2.33 -1.56 3.18
H -0.18968 1.18352 1.33298 1.08 0.90 -0.42
```
Forces are in eV/Å.

Results
energy above the lowest of the compared OMol25 structures with the same formula, charge and spin = 115.12 kJ/mol
HOMO energy (alpha / beta) = -8.75 / -7.36 eV
frontier orbital gap (alpha / beta) = 8.303 / 6.357 eV

=====

No. 5
Molecular formula: C11H10F5N
Method: DFT, the ωB97M-V functional and the def2-TZVPD basis

Structure (XYZ):
```
27
Properties=species:S:1:pos:R:3:forces:R:3
C -0.08927 0.62358 2.17816 -0.78 -0.51 -0.47
C 1.45018 2.21104 -2.21614 0.48 -0.55 0.43
C -0.60494 3.28029 -1.45707 0.15 -0.97 1.18
H -0.78912 -1.54977 0.67091 -0.26 -0.02 -0.02
N 0.14616 0.32698 0.76928 0.46 -0.13 -0.80
C 0.29327 1.31418 -0.23134 -0.70 -0.03 0.52
F -1.80398 2.34380 0.37243 0.52 -0.01 -0.15
H -0.11394 1.67324 2.36503 0.11 0.88 -0.16
C 0.95630 -0.04130 3.02424 0.79 -0.12 0.16
F 2.34074 0.32937 -1.06415 -1.09 1.07 0.08
F 2.46185 2.13155 -3.11801 -0.83 0.06 0.79
H 1.20774 -2.96813 1.14395 -0.13 0.88 -0.07
C 1.23569 -1.85972 1.29623 -0.52 -0.43 0.44
C 0.49954 3.20590 -2.33709 -1.21 0.26 0.06
C 0.19300 -1.12637 0.45577 0.23 0.40 -0.43
H 2.20774 -1.51283 0.99381 0.58 0.13 -0.15
F 0.54172 4.03887 -3.38168 0.11 0.02 0.15
C 1.37014 1.30290 -1.14206 0.20 -0.28 -0.46
H 0.79624 0.13508 4.08917 -0.11 0.19 -0.01
H -1.09573 0.26078 2.45084 0.15 -0.07 0.05
C 1.02846 -1.53774 2.78637 0.23 -0.15 -0.30
F -1.60231 4.18254 -1.60635 0.96 -0.55 -0.17
H 1.90604 -1.88108 3.33818 -0.28 -0.42 0.15
H 0.11184 -2.01921 3.15839 0.27 -0.04 0.00
H 0.39484 -1.28083 -0.61978 -0.15 0.26 0.49
C -0.70376 2.33960 -0.39523 1.15 -0.01 -1.42
H 1.94935 0.36504 2.76391 -0.32 0.12 0.11
```
Forces are in eV/Å.

Results
energy above the lowest of the compared OMol25 structures with the same formula, charge and spin = 0.00 kJ/mol
HOMO energy = -8.42 eV
frontier orbital gap = 8.879 eV

=====

No. 6
Molecular formula: C11H10N2
Method: DFT, the ωB97M-V functional and the def2-TZVPD basis

Structure (XYZ):
```
23
Properties=species:S:1:pos:R:3:forces:R:3
H -2.22328 1.94989 -1.15506 0.17 -0.20 0.05
C 0.09806 -0.02422 -0.00475 -0.01 -0.24 0.14
H 3.79955 0.06904 3.80949 -0.16 -0.02 -0.13
C 1.95648 0.95821 3.12848 -0.21 0.00 0.36
H 0.11023 1.56914 2.18202 0.17 -0.09 -0.02
N -0.67353 1.05785 -0.13893 0.17 -0.14 0.08
H -3.59143 -0.80598 -2.95971 0.09 -0.10 -0.03
H 0.53020 -2.04765 -0.65963 -0.19 0.29 0.01
C -1.84869 -0.00999 -1.95529 -0.02 -0.10 0.22
C 2.23239 -0.82054 1.10637 -0.17 0.11 0.02
C 3.01830 0.07072 3.04940 0.22 -0.24 -0.19
C -1.60715 1.04872 -1.07640 -0.37 0.09 -0.46
C -1.05889 -1.14567 -1.78582 -0.11 0.07 -0.10
H -1.23628 -2.02022 -2.41789 0.15 0.23 0.21
C -2.92478 0.05448 -3.00883 0.18 0.23 -0.05
N 3.16074 -0.81666 2.05870 -0.06 0.31 0.19
H -2.47389 0.09595 -4.01054 -0.19 -0.05 0.21
H 1.87665 1.62844 3.98742 0.03 -0.14 -0.36
H 2.39133 -1.52511 0.30203 0.07 -0.09 -0.09
C 1.11224 0.01172 1.08549 0.06 0.37 0.41
C -0.07933 -1.15536 -0.80649 0.12 -0.19 -0.05
C 0.97684 0.91449 2.15139 -0.03 -0.10 -0.37
H -3.54577 0.94275 -2.88145 0.09 0.01 -0.02
```
Forces are in eV/Å.

Results
energy above the lowest of the compared OMol25 structures with the same formula, charge and spin = 0.00 kJ/mol
HOMO energy = -8.76 eV
frontier orbital gap = 9.218 eV

=====

No. 7
Molecular formula: C11H10N2
Method: DFT, the ωB97M-V functional and the def2-TZVPD basis

Structure (XYZ):
```
23
Properties=species:S:1:pos:R:3:forces:R:3
H -1.54659 2.77756 -0.07912 -1.05 0.57 -0.03
C 0.92734 -1.08457 -0.48924 -1.71 -2.01 0.71
C -0.61974 2.30133 -0.21371 0.99 -1.86 0.47
C 1.74765 0.88297 0.44800 3.21 -0.94 1.57
H -3.08142 1.29835 -1.01628 -0.12 0.32 -0.17
H 1.59202 1.83310 0.88628 -0.05 0.88 0.29
H -4.61215 -0.99725 -0.57160 0.87 1.04 0.14
C -0.54530 0.96471 0.03227 -2.21 1.58 -0.26
C 2.22976 -1.58387 -0.47325 -1.08 -1.86 -1.00
C -1.85232 -1.00767 0.88120 0.87 -0.44 -1.63
H 0.07743 -1.83218 -0.73651 1.54 1.52 0.06
C 3.11511 0.37377 0.51664 -1.59 1.12 -1.43
C 0.62959 0.16440 0.08089 3.29 0.15 -1.36
C -3.61910 -0.64976 -0.19990 -4.48 -2.51 -0.91
N -2.98922 -1.56189 0.54537 1.02 -0.59 1.63
H 2.32818 -2.66236 -0.79009 0.12 1.41 0.17
H 4.36784 -1.38465 -0.15037 -1.76 1.19 0.26
H -0.99764 -1.62043 1.23311 -0.71 1.12 0.22
C -2.91853 0.44009 -0.40807 0.87 1.62 -0.80
H 3.93244 1.06304 0.81888 -0.73 -0.73 -0.05
N -1.73563 0.22288 0.21389 1.04 -0.69 1.40
C 3.33870 -0.86411 -0.07584 1.71 -0.58 0.78
H 0.23156 2.92652 -0.45255 -0.03 -0.32 -0.05
```
Forces are in eV/Å.

Results
energy above the lowest of the compared OMol25 structures with the same formula, charge and spin = 204.87 kJ/mol
HOMO energy = -8.78 eV
frontier orbital gap = 9.003 eV

=====

No. 8
Molecular formula: C11H10O
Method: DFT, the ωB97M-V functional and the def2-TZVPD basis

Structure (XYZ):
```
22
Properties=species:S:1:pos:R:3:forces:R:3
H -0.90096 -1.14739 3.36103 -0.01 -0.90 -1.49
C 0.06461 0.47152 -1.12811 -0.09 1.79 0.48
C 2.01713 1.36907 -2.35569 -0.64 0.78 2.90
H 1.64933 2.45443 1.00595 0.25 -0.46 -1.12
C -1.44529 -1.45285 2.40937 -5.46 -0.88 0.99
C -0.86176 -0.49489 -1.16943 -4.20 -3.48 -4.11
H 2.83095 1.07969 -3.20173 -2.42 1.55 1.95
H -2.64917 -1.24242 2.77954 3.31 0.59 -1.44
H 0.44423 0.56554 2.13168 -0.42 -0.50 1.22
H -1.46220 -0.96534 -2.11007 2.33 1.77 1.49
H 2.84126 3.20942 -1.23350 -1.00 -2.72 1.08
C -0.06570 0.18849 1.27242 2.01 3.86 -2.59
C 0.72268 0.81785 -2.26575 4.85 0.91 -4.06
C 2.21661 2.19889 -1.07405 1.44 0.31 -2.66
O -1.76903 -2.92599 2.20815 0.02 2.97 0.91
H 0.48289 0.55418 -3.26249 -1.30 -1.33 -0.55
C 1.50826 1.85729 0.06027 1.40 3.55 1.40
H -0.90104 -3.19125 2.04813 2.18 -1.86 -0.62
C -1.30891 -1.14407 -0.09984 -3.65 -2.90 -3.94
H -2.05167 -1.92873 -0.26629 0.26 0.14 0.25
C 0.44063 0.99200 0.10392 -0.89 -4.45 1.35
C -0.97683 -0.80000 1.09399 2.03 1.25 8.55
```
Forces are in eV/Å.

Results
energy above the lowest of the compared OMol25 structures with the same formula, charge and spin = 448.86 kJ/mol
HOMO energy = -8.20 eV
frontier orbital gap = 8.690 eV

=====

One value per record, in order, for largest force on an atom: 3.08; 5.07; 4.10; 4.24; 1.83; 0.60; 5.21; 8.88 eV/A.